(1)
Here is a molecular structure, C9H18ClCoO9 in a non-equilibrium geometry from the Open Molecules 2025 dataset. Energies are from ωB97M-V/def2-TZVPD.

Its multiplicity is 4. Its total charge is +1. For the total energy, the calculation gives -2873.60064 Ha. The value obtained for the lowest unoccupied orbital energy (spin up / spin down) is -3.93 / -4.84 eV. Its expectation value of S² is 3.76. Its frontier orbital gap (spin up / spin down) is 8.64 / 7.66 eV.

Positions of all 38 atoms, in Å:
1 Co -18.014 -9.573 11.312
2 Cl -15.979 -8.769 9.978
3 C -14.437 -8.634 13.325
4 O -14.996 -9.545 14.205
5 C -16.059 -10.216 13.885
6 O -16.724 -10.097 12.842
7 O -16.236 -11.112 14.858
8 C -17.263 -12.018 14.776
9 H -15.183 -7.839 13.337
10 H -14.196 -8.971 12.317
11 H -13.543 -8.241 13.810
12 H -18.202 -11.489 14.934
13 H -17.184 -12.869 15.453
14 H -17.287 -12.367 13.744
15 C -18.381 -6.468 8.533
16 O -19.459 -7.347 8.042
17 C -19.683 -8.438 8.701
18 O -19.162 -8.789 9.787
19 O -20.667 -9.099 8.036
20 C -21.425 -10.152 8.565
21 H -17.369 -6.833 8.362
22 H -18.436 -6.113 9.563
23 H -18.486 -5.565 7.931
24 H -22.030 -10.028 9.463
25 H -20.807 -11.048 8.619
26 H -22.227 -10.431 7.882
27 C -16.225 -11.409 7.847
28 O -16.324 -12.530 8.682
29 C -17.116 -12.589 9.808
30 O -17.661 -11.626 10.351
31 O -17.255 -13.924 10.183
32 C -17.698 -14.177 11.524
33 H -17.012 -10.695 8.090
34 H -16.423 -11.768 6.837
35 H -15.220 -11.007 7.972
36 H -17.009 -13.791 12.276
37 H -17.846 -15.232 11.752
38 H -18.582 -13.623 11.838

=====

(2)
Here is a molecular structure, C8H19N2O4Se2Tc from the Open Molecules 2025 dataset. Energies are from ωB97M-V/def2-TZVPD.

The relative energy (zero: lowest compared OMol25 entry of this formula, charge and spin) is 2.6 kJ/mol. Its multiplicity is 4. Its total charge is +3. For the total energy, the calculation gives -5609.12311 Ha. The value obtained for the lowest unoccupied orbital energy (spin up / spin down) is -13.32 / -13.35 eV. Its expectation value of S² is 3.83. Its frontier orbital gap (spin up / spin down) is 7.14 / 7.37 eV.

Positions of all 36 atoms, in Å:
1 Tc 0.523 0.602 -0.468
2 C -0.658 3.650 0.850
3 Se -0.981 1.761 1.260
4 C 0.118 1.563 2.879
5 C 1.607 1.566 2.621
6 Se 2.058 0.043 1.472
7 C 3.857 0.544 0.922
8 H -1.159 4.193 1.650
9 H -1.146 3.851 -0.101
10 H 0.404 3.871 0.807
11 H -0.236 0.651 3.360
12 H -0.169 2.406 3.511
13 H 2.173 1.403 3.542
14 H 1.974 2.465 2.129
15 H 4.453 0.376 1.822
16 H 3.881 1.591 0.630
17 H 4.165 -0.143 0.137
18 C -1.996 -1.518 -3.024
19 N -2.088 -2.258 -1.746
20 C -3.007 -3.436 -1.802
21 C -1.418 -1.957 -0.692
22 C -1.394 -2.720 0.584
23 O -0.612 -0.890 -0.731
24 H -2.030 -2.254 -3.824
25 H -1.060 -0.975 -3.089
26 H -2.853 -0.852 -3.103
27 H -3.753 -3.215 -2.559
28 H -3.504 -3.578 -0.849
29 H -2.426 -4.311 -2.087
30 H -2.221 -3.414 0.685
31 H -1.405 -2.027 1.424
32 H -0.463 -3.293 0.613
33 O 3.266 2.117 -2.353
34 N 2.409 1.613 -1.769
35 O 2.052 0.350 -1.836
36 O 1.636 2.226 -0.865

=====

(3)
Here is a molecular structure, C31H35CrN3O5PS from the Open Molecules 2025 dataset. Energies are from ωB97M-V/def2-TZVPD.

The relative energy (zero: lowest compared OMol25 entry of this formula, charge and spin) is 54.6 kJ/mol. Its multiplicity is 4. Its total charge is 0. For the total energy, the calculation gives -3526.87431 Ha. The value obtained for the lowest unoccupied orbital energy (spin up / spin down) is 0.30 / 0.32 eV. Its expectation value of S² is 3.84. Its frontier orbital gap (spin up / spin down) is 8.50 / 8.53 eV.

Positions of all 77 atoms, in Å:
1 Cr 0.607 0.196 -0.126
2 O -1.691 -2.347 0.475
3 C -0.724 -3.048 1.243
4 C 0.710 -2.865 0.792
5 N 1.335 -1.535 1.023
6 C 1.208 -1.119 2.439
7 C 0.104 -0.097 2.644
8 O -0.264 0.148 3.774
9 O -0.323 0.492 1.555
10 C 2.743 -1.625 0.548
11 C 2.813 -1.393 -0.951
12 O 3.653 -1.942 -1.625
13 O 1.909 -0.541 -1.386
14 H -1.681 -2.682 -0.427
15 H -0.916 -4.124 1.237
16 H -0.860 -2.707 2.268
17 H 0.788 -3.084 -0.275
18 H 1.316 -3.608 1.322
19 H 2.133 -0.638 2.750
20 H 1.035 -1.964 3.102
21 H 3.200 -2.577 0.811
22 H 3.314 -0.822 1.009
23 C 2.535 2.026 -2.723
24 C 2.096 3.443 -2.471
25 C 2.760 4.487 -3.115
26 C 2.374 5.810 -2.956
27 C 1.291 6.112 -2.145
28 C 0.621 5.088 -1.490
29 C 1.018 3.756 -1.627
30 P -0.010 2.419 -0.876
31 C -0.842 3.238 0.538
32 C -0.024 4.040 1.340
33 C -0.488 4.589 2.524
34 C -1.786 4.324 2.934
35 C -2.595 3.515 2.156
36 C -2.148 2.948 0.963
37 C -3.070 1.998 0.238
38 C -1.130 2.066 -2.256
39 C -1.633 3.029 -3.131
40 C -2.336 2.642 -4.255
41 C -2.513 1.284 -4.516
42 C -2.016 0.331 -3.645
43 C -1.328 0.704 -2.485
44 C -0.871 -0.328 -1.478
45 H 3.365 1.996 -3.429
46 H 1.725 1.416 -3.133
47 H 2.858 1.539 -1.805
48 H 3.594 4.246 -3.766
49 H 2.907 6.599 -3.476
50 H 0.963 7.136 -2.022
51 H -0.227 5.335 -0.868
52 H 0.990 4.247 1.025
53 H 0.162 5.221 3.119
54 H -2.166 4.738 3.861
55 H -3.603 3.290 2.488
56 H -4.067 2.031 0.677
57 H -2.700 0.974 0.334
58 H -3.158 2.226 -0.823
59 H -1.459 4.081 -2.941
60 H -2.723 3.388 -4.938
61 H -3.040 0.973 -5.410
62 H -2.166 -0.722 -3.852
63 H -0.526 -1.233 -1.982
64 H -1.718 -0.586 -0.830
65 C 1.808 2.359 3.960
66 N 2.855 3.175 3.348
67 C 3.541 4.214 3.968
68 C 4.424 4.696 3.079
69 N 4.266 3.936 1.929
70 C 3.315 2.988 2.093
71 S 2.842 1.846 0.946
72 H 1.312 2.946 4.729
73 H 2.229 1.460 4.403
74 H 1.078 2.082 3.210
75 H 3.324 4.520 4.979
76 H 5.134 5.501 3.155
77 H 4.779 4.018 1.068

=====

(4)
Here is 2 unconnected molecules or ions with the total composition C3H12N2O in a non-equilibrium geometry from the Open Molecules 2025 dataset. Energies are from ωB97M-V/def2-TZVPD.

The relative energy (zero: lowest compared OMol25 entry of this formula, charge and spin) is 110.8 kJ/mol. Its total charge is 0. For the total energy, the calculation gives -306.20176 Ha. The value obtained for the lowest unoccupied orbital energy is 0.79 eV. Its frontier orbital gap is 10.01 eV.

Positions of all 18 atoms, in Å:
1 C -1.706 -1.780 -0.543
2 C -1.470 -1.534 0.966
3 O -0.646 -2.582 1.556
4 H -2.513 -1.170 -0.946
5 H -1.775 -2.852 -0.741
6 H -0.873 -1.407 -1.169
7 H -1.053 -0.557 1.200
8 H -2.387 -1.582 1.536
9 H 0.277 -2.675 1.315
10 N 1.361 3.017 0.190
11 C 0.877 1.916 -0.721
12 N 1.625 0.682 -0.612
13 H 0.908 2.774 1.072
14 H 2.343 2.780 0.189
15 H 0.790 2.111 -1.797
16 H -0.194 1.738 -0.594
17 H 2.007 0.502 0.315
18 H 2.430 0.622 -1.214

=====

(5)
Here is a gas-phase ion, C3H7N2OS (charge +1) in a non-equilibrium geometry from the Open Molecules 2025 dataset. Energies are from ωB97M-V/def2-TZVPD.

The relative energy (zero: lowest compared OMol25 entry of this formula, charge and spin) is 280.3 kJ/mol. Its total charge is +1. For the total energy, the calculation gives -701.11800 Ha. The value obtained for the lowest unoccupied orbital energy is -3.88 eV. Its frontier orbital gap is 10.52 eV.

Positions of all 14 atoms, in Å:
1 N 0.625 -1.549 0.389
2 C 0.517 -0.038 0.266
3 S 2.217 0.764 0.122
4 C -0.405 0.674 1.217
5 N -1.460 1.081 0.659
6 C -1.378 0.906 -0.794
7 O -0.263 0.065 -1.100
8 H 0.731 -2.067 1.259
9 H 1.390 -1.738 -0.293
10 H -0.267 -1.786 -0.171
11 H 2.125 0.437 -1.263
12 H -0.372 0.871 2.305
13 H -2.319 0.500 -1.335
14 H -1.141 1.882 -1.261

=====

(6)
Here is a gas-phase ion, C3H9IN (charge +1) in a non-equilibrium geometry from the Open Molecules 2025 dataset. Energies are from ωB97M-V/def2-TZVPD.

The relative energy (zero: lowest compared OMol25 entry of this formula, charge and spin) is 97.2 kJ/mol. Its total charge is +1. For the total energy, the calculation gives -471.85562 Ha. The value obtained for the lowest unoccupied orbital energy is -3.98 eV. Its frontier orbital gap is 9.98 eV.

Positions of all 14 atoms, in Å:
1 C 0.528 1.368 -0.089
2 N 0.957 -0.022 -0.542
3 C -0.199 -0.978 -0.667
4 C -0.969 -1.045 0.701
5 I 0.337 -2.966 -1.419
6 H -0.508 1.263 0.176
7 H 1.069 1.583 0.849
8 H 0.569 2.005 -0.990
9 H 1.180 -0.135 -1.508
10 H 1.606 -0.339 0.138
11 H -0.872 -0.622 -1.489
12 H -1.572 -0.107 0.798
13 H -1.443 -2.038 0.751
14 H -0.277 -0.907 1.580

=====

(7)
Here is a molecular structure, C28H28InN7O6PS from the Open Molecules 2025 dataset. Energies are from ωB97M-V/def2-TZVPD.

The relative energy (zero: lowest compared OMol25 entry of this formula, charge and spin) is 64.1 kJ/mol. Its total charge is -1. For the total energy, the calculation gives -2848.40575 Ha. The value obtained for the lowest unoccupied orbital energy is 2.08 eV. Its frontier orbital gap is 7.76 eV.

Positions of all 72 atoms, in Å:
1 In -0.236 -0.423 -1.867
2 N 0.313 2.428 -1.274
3 C -1.111 2.633 -1.031
4 C -1.555 4.010 -0.494
5 C -2.356 3.949 0.826
6 C -3.288 2.755 1.012
7 N -4.062 2.494 -0.199
8 C -4.474 1.279 -0.535
9 N -4.769 1.017 -1.812
10 N -4.723 0.357 0.414
11 C -1.827 2.192 -2.341
12 O -2.780 2.875 -2.766
13 O -1.406 1.138 -2.911
14 H 0.873 2.538 -0.439
15 H 0.673 3.040 -1.997
16 H -1.393 1.869 -0.305
17 H -2.127 4.524 -1.264
18 H -0.667 4.616 -0.305
19 H -2.927 4.875 0.941
20 H -1.663 3.917 1.670
21 H -3.957 2.962 1.851
22 H -2.707 1.863 1.266
23 H -3.796 3.049 -1.018
24 H -4.364 1.679 -2.472
25 H -4.621 0.047 -2.080
26 H -4.254 0.497 1.295
27 H -4.670 -0.607 0.110
28 O -2.759 -2.382 0.518
29 S -2.417 -1.740 -0.736
30 O -3.532 -1.696 -1.680
31 O -1.194 -2.335 -1.400
32 O -1.927 -0.302 -0.467
33 C 0.390 -5.474 1.893
34 C -0.335 -4.610 2.704
35 C -0.182 -3.241 2.563
36 C 0.712 -2.711 1.631
37 C 1.413 -3.584 0.807
38 C 1.253 -4.958 0.939
39 P 0.839 -0.881 1.533
40 C 1.759 -0.491 3.086
41 C 2.003 0.864 3.325
42 C 2.691 1.286 4.450
43 C 3.137 0.353 5.379
44 C 2.885 -0.993 5.166
45 C 2.204 -1.413 4.028
46 C 2.167 -0.664 0.281
47 C 3.519 -0.687 0.628
48 C 4.508 -0.538 -0.334
49 C 4.151 -0.350 -1.660
50 C 2.807 -0.321 -2.007
51 C 1.790 -0.473 -1.057
52 H 0.269 -6.546 1.995
53 H -1.039 -5.002 3.428
54 H -0.773 -2.569 3.176
55 H 2.080 -3.195 0.049
56 H 1.800 -5.624 0.284
57 H 1.652 1.597 2.605
58 H 2.879 2.342 4.606
59 H 3.673 0.675 6.263
60 H 3.228 -1.729 5.883
61 H 2.029 -2.471 3.872
62 H 3.811 -0.838 1.660
63 H 5.552 -0.573 -0.045
64 H 4.908 -0.220 -2.425
65 H 2.556 -0.163 -3.048
66 N 0.217 -0.987 -3.961
67 C 0.697 -0.511 -4.906
68 C 1.310 0.021 -6.027
69 C 0.580 0.318 -7.206
70 N 0.007 0.559 -8.177
71 C 2.711 0.246 -5.970
72 N 3.849 0.439 -5.920